Version a
The following is a DFT calculation (ωB97M-V/def2-TZVPD) of one molecule with the formula C3H5N3.

ORCA input file:
```
! RIJCOSX wB97M-V def2-TZVPD def2/J DEFGRID3
* xyz 0 1
C -0.621 -1.298 -0.941
C -0.198 -0.069 -0.207
C 0.731 0.115 0.785
H 0.235 -1.823 -1.395
H -1.135 -2.014 -0.280
H -1.312 -1.003 -1.741
H 1.386 -0.551 1.324
H 1.207 1.997 1.678
N 0.675 1.446 1.028
N -0.216 2.055 0.248
N -0.753 1.145 -0.499
*
```

Its frontier orbital gap is 0.382 hartree. The molar mass comes out at 83.1 g mol⁻¹. The SMILES is Cc1c[nH]nn1. The HOMO energy is -0.350 Eh.

***

Version b
The following is a DFT calculation (ωB97M-V/def2-TZVPD) of one molecule with the formula C3H5N3.

ORCA input file:
```
! RIJCOSX wB97M-V def2-TZVPD def2/J DEFGRID3
* xyz 0 1
N 1.052 -0.293 -1.709
C 0.486 -0.213 -0.562
C -0.339 0.970 -0.172
N -1.125 0.631 1.061
C -0.687 -0.477 1.479
N 0.542 -1.033 0.534
H 0.549 0.343 -2.342
H 0.375 1.779 0.047
H -0.963 1.264 -1.022
H -0.993 -1.083 2.354
H 1.102 -1.889 0.332
*
```

Its frontier orbital gap is 0.370 hartree. The molar mass comes out at 83.1 g mol⁻¹. The SMILES is [H]/N=C1\CN=CN1. The HOMO energy is -0.334 Eh.

***

Most stable pick: version a. Distance to second place: 0.653 eV.

***

Version a
The following is a DFT calculation (ωB97M-V/def2-TZVPD) of one molecule with the formula C3H5N3.

ORCA input file:
```
! RIJCOSX wB97M-V def2-TZVPD def2/J DEFGRID3
* xyz 0 1
N -2.115 -0.254 0.118
C -0.880 0.035 -0.087
N -0.112 -1.121 -0.203
N 1.206 -0.837 0.198
C 1.314 0.541 0.058
C 0.104 1.130 -0.096
H -2.816 0.449 -0.029
H -0.717 -1.796 0.270
H 1.898 -1.405 -0.280
H 2.301 0.995 0.115
H -0.091 2.194 -0.079
*
```

Its frontier orbital gap is 0.331 hartree. The molar mass comes out at 83.1 g mol⁻¹. The SMILES is [H]/N=c1\cc[nH][nH]1. The HOMO energy is -0.296 Eh.

***

Version b
The following is a DFT calculation (ωB97M-V/def2-TZVPD) of one molecule with the formula C3H5N3.

ORCA input file:
```
! RIJCOSX wB97M-V def2-TZVPD def2/J DEFGRID3
* xyz 0 1
N -1.962 -0.356 0.323
C -0.597 -0.259 0.074
N 0.229 -1.293 0.141
N 1.460 -0.736 0.002
C 1.419 0.603 -0.138
C 0.093 0.959 -0.136
H -2.480 0.465 0.051
H -2.414 -1.214 0.049
H 2.280 -1.313 0.096
H 2.314 1.206 -0.194
H -0.342 1.938 -0.267
*
```

Its frontier orbital gap is 0.344 hartree. The molar mass comes out at 83.1 g mol⁻¹. The SMILES is Nc1cc[nH]n1. The HOMO energy is -0.302 Eh.

***

Most stable pick: version b. Distance to second place: 1.396 eV.

***

Version a
The following is a DFT calculation (ωB97M-V/def2-TZVPD) of a 2-piece molecular cluster, C3H8N2O overall.

ORCA input file:
```
! RIJCOSX wB97M-V def2-TZVPD def2/J DEFGRID3
* xyz 0 1
C -2.876 -0.047 0.040
C 1.136 -0.024 -1.261
C 1.420 0.304 1.191
N -0.308 -1.058 0.204
N 0.629 -0.353 0.077
O -3.115 0.896 -0.668
H -1.845 -0.487 0.187
H 0.283 0.062 -2.044
H 1.561 0.996 -1.169
H 1.895 -0.756 -1.453
H 2.375 -0.059 1.383
H 1.568 1.306 0.899
H 0.920 -0.089 2.150
H -3.645 -0.691 0.465
*
```

Its frontier orbital gap is 0.328 hartree. The molar mass comes out at 88.1 g mol⁻¹. The HOMO energy is -0.300 Eh.

***

Version b
The following is a DFT calculation (ωB97M-V/def2-TZVPD) of one molecule with the formula C3H8N2O.

ORCA input file:
```
! RIJCOSX wB97M-V def2-TZVPD def2/J DEFGRID3
* xyz 0 1
C -0.142 1.417 -0.779
N 0.143 -0.052 -0.530
C 1.608 -0.272 -0.382
C -0.582 -0.908 0.516
O -0.228 -2.044 0.724
N -1.610 -0.252 1.059
H -1.235 1.506 -0.856
H 0.219 1.960 0.102
H -0.120 -0.476 -1.419
H 1.832 -1.334 -0.275
H 2.075 0.167 -1.261
H 1.930 0.273 0.507
H -2.166 -0.712 1.762
H -1.724 0.728 0.832
*
```

Its frontier orbital gap is 0.279 hartree. The molar mass comes out at 88.1 g mol⁻¹. The HOMO energy is -0.254 Eh.

***

Version c
The following is a DFT calculation (ωB97M-V/def2-TZVPD) of one molecule with the formula C3H8N2O.

ORCA input file:
```
! RIJCOSX wB97M-V def2-TZVPD def2/J DEFGRID3
* xyz 0 1
C 0.055 0.645 0.161
C -1.188 -0.111 0.141
C 1.216 0.056 1.068
N 0.699 0.795 -1.302
N -1.347 -1.425 -0.048
O 0.349 1.833 -2.057
H -0.151 1.623 0.669
H -2.180 0.413 0.205
H 2.195 0.378 0.705
H 1.147 -1.064 1.058
H 1.132 0.526 2.093
H -0.453 -1.834 -0.291
H 0.523 -0.074 -1.725
H -1.996 -1.762 -0.677
*
```

Its frontier orbital gap (alpha / beta) is 0.354 / 0.263 hartree. The molar mass comes out at 88.1 g mol⁻¹. The HOMO energy (alpha / beta) is -0.327 / -0.253 Eh.

***

Most stable pick: version b. Distance to second place: 1.979 eV.

***

Version a
The following is a DFT calculation (ωB97M-V/def2-TZVPD) of a 2-piece molecular cluster, C3H8N2O overall.

ORCA input file:
```
! RIJCOSX wB97M-V def2-TZVPD def2/J DEFGRID3
* xyz 0 1
C 0.250 0.146 1.462
N -0.060 -0.276 0.093
N 0.785 -1.295 -0.307
O -2.094 -0.560 0.492
H -2.134 -1.398 0.011
H 1.777 -1.093 -0.199
H 0.580 -1.574 -1.259
H 0.154 -0.711 2.129
H 1.270 0.545 1.532
H -0.484 0.893 1.754
C -0.385 1.043 -0.943
C 0.465 1.565 -1.707
H 1.334 1.640 -2.324
H -1.458 1.075 -0.733
*
```

Its frontier orbital gap (alpha / beta) is 0.274 / 0.303 hartree. The molar mass comes out at 88.1 g mol⁻¹. The HOMO energy (alpha / beta) is -0.301 / -0.299 Eh.

***

Version b
The following is a DFT calculation (ωB97M-V/def2-TZVPD) of one molecule with the formula C3H8N2O.

ORCA input file:
```
! RIJCOSX wB97M-V def2-TZVPD def2/J DEFGRID3
* xyz 0 1
C -2.081 0.306 -0.279
C -0.833 -0.394 0.288
C 0.448 0.291 -0.124
N 2.814 -0.145 -0.126
N 1.617 -0.066 0.653
O 2.265 -1.305 0.392
H -1.898 0.450 -1.261
H -2.347 1.237 0.002
H -2.945 -0.297 -0.268
H -0.807 -0.450 1.402
H -0.867 -1.456 0.154
H 0.234 1.417 0.109
H 0.687 0.276 -1.242
H 3.714 0.137 0.301
*
```

Its frontier orbital gap is 0.405 hartree. The molar mass comes out at 88.1 g mol⁻¹. The SMILES is CCCn1[nH]o1. The HOMO energy is -0.360 Eh.

***

Version c
The following is a DFT calculation (ωB97M-V/def2-TZVPD) of one molecule with the formula C3H8N2O.

ORCA input file:
```
! RIJCOSX wB97M-V def2-TZVPD def2/J DEFGRID3
* xyz 0 1
C -1.167 0.391 1.123
C 1.423 0.887 -0.810
N -0.587 0.001 -0.162
C 0.979 -0.312 -0.169
O -1.355 -1.099 -0.642
N 1.440 -1.451 0.104
H -1.064 -1.216 -1.560
H 0.712 -2.134 0.313
H -1.122 -0.448 1.820
H -2.201 0.697 0.974
H -0.582 1.223 1.510
H 2.410 0.865 -1.259
H 1.251 1.801 -0.236
H -0.137 0.794 -1.007
*
```

Its frontier orbital gap is 0.314 hartree. The molar mass comes out at 88.1 g mol⁻¹. The HOMO energy is -0.291 Eh.

***

Version d
The following is a DFT calculation (ωB97M-V/def2-TZVPD) of C3H8N2O as an isolated structure.

ORCA input file:
```
! RIJCOSX wB97M-V def2-TZVPD def2/J DEFGRID3
* xyz 0 1
C -0.947 2.164 0.979
C 1.031 -2.027 -0.526
N 0.012 1.498 0.135
C 0.492 -0.744 -1.109
N -0.039 0.249 0.154
O 0.929 -0.177 -2.073
H -0.483 -0.247 0.948
H -0.909 -0.764 -0.875
H -0.529 3.122 1.281
H -1.221 1.597 1.884
H -1.858 2.367 0.401
H 2.103 -1.918 -0.360
H 0.543 -2.295 0.411
H 0.875 -2.824 -1.251
*
```

Its frontier orbital gap (alpha / beta) is 0.315 / 0.315 hartree. The molar mass comes out at 88.1 g mol⁻¹. The HOMO energy (alpha / beta) is -0.311 / -0.311 Eh.

***

Most stable pick: version d. Distance to second place: 0.788 eV.

***

Version a
The following is a DFT calculation (ωB97M-V/def2-TZVPD) of one molecule with the formula C3H8N2O.

ORCA input file:
```
! RIJCOSX wB97M-V def2-TZVPD def2/J DEFGRID3
* xyz 0 1
C 0.731 0.241 0.005
C -0.153 -0.955 -0.146
C -1.623 -0.410 0.235
H 2.212 -0.834 0.359
H 2.806 0.710 -0.386
H 0.652 2.184 0.231
H 0.314 -1.336 -1.259
H 0.154 -1.739 0.620
H -2.505 -1.092 0.314
H -1.456 0.079 1.201
H -1.230 1.232 -0.417
N 2.014 -0.022 -0.357
N 0.084 1.358 0.234
O -1.997 0.583 -0.634
*
```

Its frontier orbital gap is 0.354 hartree. The molar mass comes out at 88.1 g mol⁻¹. The SMILES is [H]/N=C(\N)CCO. The HOMO energy is -0.333 Eh.

***

Version b
The following is a DFT calculation (ωB97M-V/def2-TZVPD) of a 2-piece molecular cluster, C3H8N2O overall.

ORCA input file:
```
! RIJCOSX wB97M-V def2-TZVPD def2/J DEFGRID3
* xyz 0 1
C 0.293 -0.848 -2.229
C 0.497 0.908 -0.660
N 0.720 -0.319 -0.908
H -0.376 -1.680 -2.033
H 1.177 -1.179 -2.778
H -0.266 -0.075 -2.755
H 0.753 1.666 -1.441
H -0.126 1.396 0.088
C -0.660 0.603 2.235
N -0.143 -0.611 1.957
O -0.187 1.701 2.001
H -1.529 0.559 2.910
H -0.720 -1.332 2.354
H 0.567 -0.789 1.257
*
```

Its frontier orbital gap is 0.335 hartree. The molar mass comes out at 88.1 g mol⁻¹. The SMILES is C=NC.NC=O. The HOMO energy is -0.312 Eh.

***

Most stable pick: version a. Distance to second place: 0.171 eV.

***

Version a
The following is a DFT calculation (ωB97M-V/def2-TZVPD) of one molecule with the formula C3H8N2O.

ORCA input file:
```
! RIJCOSX wB97M-V def2-TZVPD def2/J DEFGRID3
* xyz 0 1
C -0.568 -1.248 0.359
C 1.703 -0.081 -0.130
C -0.756 0.069 -0.288
N -0.777 1.319 0.411
O -1.854 -0.020 -1.247
N 0.448 -0.580 -0.660
H -1.997 0.866 -1.617
H 0.145 1.729 0.500
H -1.131 1.211 1.358
H -0.421 -1.272 1.430
H -0.982 -2.142 -0.086
H 2.478 -0.842 -0.266
H 2.024 0.801 -0.698
H 1.686 0.189 0.934
*
```

Its frontier orbital gap is 0.381 hartree. The molar mass comes out at 88.1 g mol⁻¹. The SMILES is CN1C[C@]1(N)O. The HOMO energy is -0.349 Eh.

***

Version b
The following is a DFT calculation (ωB97M-V/def2-TZVPD) of C3H8N2O as an isolated structure.

ORCA input file:
```
! RIJCOSX wB97M-V def2-TZVPD def2/J DEFGRID3
* xyz 0 1
C 0.780 -0.085 0.530
N 1.066 -1.388 0.276
N 0.088 0.731 -0.168
C -1.291 0.745 0.127
C -2.104 -0.304 0.212
O 1.579 0.423 1.512
H 1.335 1.348 1.651
H 0.738 -1.798 -0.580
H 1.852 -1.807 0.740
H 1.028 0.912 -2.180
H 1.518 0.980 -2.787
H -1.703 1.748 0.044
H -3.155 -0.186 0.405
H -1.731 -1.318 0.219
*
```

Its frontier orbital gap is 0.315 hartree. The molar mass comes out at 88.1 g mol⁻¹. The HOMO energy is -0.289 Eh.

***

Version c
The following is a DFT calculation (ωB97M-V/def2-TZVPD) of one molecule with the formula C3H8N2O.

ORCA input file:
```
! RIJCOSX wB97M-V def2-TZVPD def2/J DEFGRID3
* xyz 0 1
N 0.803 -1.651 0.109
C -0.116 -0.523 -0.147
C -1.056 -0.411 1.062
C 0.725 0.811 -0.413
N 0.122 1.787 -1.160
O 1.759 1.014 0.262
H 1.345 -1.922 -0.755
H 1.642 -1.428 0.726
H -0.729 -0.687 -1.043
H -0.792 0.262 1.865
H -2.104 -0.242 0.669
H -1.198 -1.416 1.448
H 0.349 2.681 -0.816
H -0.752 1.725 -1.808
*
```

Its frontier orbital gap is 0.369 hartree. The molar mass comes out at 88.1 g mol⁻¹. The SMILES is C[C@H](N)C(N)=O. The HOMO energy is -0.341 Eh.

***

Version d
The following is a DFT calculation (ωB97M-V/def2-TZVPD) of a 2-piece molecular cluster, C3H8N2O overall.

ORCA input file:
```
! RIJCOSX wB97M-V def2-TZVPD def2/J DEFGRID3
* xyz 0 1
C -1.219 1.044 -1.428
C 0.427 2.419 -0.453
N -0.347 1.417 -0.336
H -1.828 0.201 -1.062
H -1.970 1.736 -1.838
H -0.649 0.619 -2.273
H 1.432 2.237 -0.059
H 0.332 3.314 -1.064
C 0.618 -2.584 1.948
N 0.699 -1.639 0.965
O -0.400 -2.855 2.538
H 1.545 -3.153 2.053
H 1.510 -1.542 0.380
H -0.151 -1.215 0.630
*
```

Its frontier orbital gap is 0.373 hartree. The molar mass comes out at 88.1 g mol⁻¹. The SMILES is C=NC.NC=O. The HOMO energy is -0.352 Eh.

***

Most stable pick: version c. Distance to second place: 1.219 eV.

***

Version a
The following is a DFT calculation (ωB97M-V/def2-TZVPD) of C3H8N2O as an isolated structure.

ORCA input file:
```
! RIJCOSX wB97M-V def2-TZVPD def2/J DEFGRID3
* xyz 0 1
C -2.016 0.111 -0.026
C 0.727 1.212 0.544
C 0.982 -1.229 -0.042
N -0.458 0.321 -1.150
N 0.673 0.124 -0.451
O -2.131 -0.488 0.980
H -2.703 0.868 -0.406
H 1.820 1.490 0.740
H 0.102 1.916 0.135
H 0.276 0.854 1.603
H 1.928 -1.306 0.536
H 0.145 -1.644 0.498
H 1.215 -1.861 -0.989
H -0.561 -0.366 -1.972
*
```

Its frontier orbital gap is 0.313 hartree. The molar mass comes out at 88.1 g mol⁻¹. The HOMO energy is -0.276 Eh.

***

Version b
The following is a DFT calculation (ωB97M-V/def2-TZVPD) of one molecule with the formula C3H8N2O.

ORCA input file:
```
! RIJCOSX wB97M-V def2-TZVPD def2/J DEFGRID3
* xyz 0 1
N -0.845 0.047 1.605
C -0.279 -0.530 0.401
C -1.310 -1.183 -0.482
C 0.533 0.611 -0.214
N 1.763 0.847 0.390
O 0.407 0.387 -1.666
H -0.730 -0.646 2.328
H -1.911 0.051 1.212
H 0.615 -1.193 0.732
H -0.900 -1.774 -1.186
H -2.308 -1.306 -0.043
H -0.467 -0.147 -1.681
H 2.514 0.849 -0.226
H -0.163 1.421 -0.009
*
```

Its frontier orbital gap is 0.187 hartree. The molar mass comes out at 88.1 g mol⁻¹. The HOMO energy is -0.287 Eh.

***

Version c
The following is a DFT calculation (ωB97M-V/def2-TZVPD) of one molecule with the formula C3H8N2O.

ORCA input file:
```
! RIJCOSX wB97M-V def2-TZVPD def2/J DEFGRID3
* xyz 0 1
C 1.569 -0.333 0.243
C 0.217 -0.923 -0.175
C -2.878 0.498 -0.004
H 2.889 1.168 -0.356
H 1.242 1.628 0.315
H 1.621 -0.313 1.375
H 2.407 -0.944 -0.103
H 0.082 -1.929 0.030
H 0.145 -0.918 -1.327
H -2.750 1.088 1.012
H -3.734 0.426 -0.733
N 1.776 0.915 -0.368
N -1.855 -0.255 -0.295
O -0.731 -0.110 0.387
*
```

Its frontier orbital gap is 0.382 hartree. The molar mass comes out at 88.1 g mol⁻¹. The SMILES is C=NOCCN. The HOMO energy is -0.343 Eh.

***

Most stable pick: version c. Distance to second place: 0.221 eV.